1.
Density functional theory data (ωB97M-V/def2-TZVPD) for one molecule with the formula C3H3F2NO2 in a non-equilibrium geometry.

Computed properties:
Orbital gap   10.2 eV
Calculated total energy   -520.9907 a.u.
SMILES string   O=C/C(=N/O)C(F)F
Energy relative to the best compared isomer or geometry (same formula, charge and spin)   2.659 eV
Highest occupied orbital energy   -10.54 eV
Net charge   0

Structure (XYZ):
```
11
Properties=species:S:1:pos:R:3:lowdin_charge:R:1
C -0.03 -0.09 -0.27 -0.18
C 0.49 -1.37 -0.88 -0.21
C 0.96 0.88 0.30 -0.32
H -2.88 0.32 0.70 0.17
H -0.46 -2.00 -1.09 0.14
H 2.00 0.58 -0.05 0.17
N -1.28 -0.26 -0.07 0.05
O -1.92 0.71 0.69 -0.03
O 1.64 -1.66 -1.03 0.07
F 0.59 2.11 -0.01 0.11
F 0.88 0.79 1.71 0.03
```

---

2.
Density functional theory data (ωB97M-V/def2-TZVPD) for a 2-piece molecular cluster, C3H3F3N2O2S overall in a non-equilibrium geometry.

Computed properties:
Orbital gap (alpha / beta)   9.5 / 9.5 eV
Calculated total energy   -1073.8084 a.u.
Energy relative to the best compared isomer or geometry (same formula, charge and spin)   2.469 eV
Highest occupied orbital energy (alpha / beta)   -9.44 / -9.44 eV
Net charge   0

Structure (XYZ):
```
14
Properties=species:S:1:pos:R:3:lowdin_charge:R:1
C 0.77 0.70 -1.96 -0.67
C -0.07 -0.41 0.18 -0.54
C -0.75 -1.35 1.13 -0.62
N -0.15 1.37 -1.29 0.08
N -0.73 0.72 -0.19 0.03
O 1.42 0.81 -2.96 0.05
O 1.16 0.55 1.54 -0.24
F -1.79 -1.87 0.40 0.11
F 0.03 -2.31 1.57 0.19
F -1.33 -0.71 2.18 0.15
S 0.90 -0.98 -1.11 1.12
H -0.54 2.12 -1.83 0.18
H -0.92 1.24 0.70 0.18
H 2.00 0.12 1.65 -0.02
```

---

3.
Density functional theory data (ωB97M-V/def2-TZVPD) for a 2-piece molecular cluster, C3H3F3O overall in a non-equilibrium geometry.

Computed properties:
Orbital gap   9.2 eV
Calculated total energy   -490.8099 a.u.
Energy relative to the best compared isomer or geometry (same formula, charge and spin)   3.832 eV
Highest occupied orbital energy   -9.89 eV
Net charge   0

Structure (XYZ):
```
10
Properties=species:S:1:pos:R:3:lowdin_charge:R:1
C 1.37 0.24 0.13 -0.23
C 1.87 -0.89 0.91 0.06
C -1.63 -1.07 -0.06 -0.30
O -1.01 -1.82 -0.73 0.11
F 2.44 -1.84 0.13 0.00
F -2.96 -0.80 -0.25 0.04
F 0.75 1.24 0.91 -0.07
H 0.64 -0.18 -0.56 0.10
H 2.18 0.67 -0.47 0.14
H -1.20 -0.51 0.88 0.17
```

---

4.
Density functional theory data (ωB97M-V/def2-TZVPD) for C3H3FI2 as an isolated structure in a non-equilibrium geometry.

Computed properties:
Orbital gap   8.6 eV
Calculated total energy   -811.2613 a.u.
Energy relative to the best compared isomer or geometry (same formula, charge and spin)   0.889 eV
Highest occupied orbital energy   -8.59 eV
Net charge   0

Structure (XYZ):
```
9
Properties=species:S:1:pos:R:3:lowdin_charge:R:1
C 0.02 -0.27 0.43 -0.04
C 0.39 1.01 -0.30 -0.92
C -0.80 1.47 0.41 -0.94
F -0.69 2.03 1.61 -0.07
I 2.16 2.08 -0.13 0.85
I -2.79 1.58 -0.19 0.90
H -0.52 -1.09 -0.07 0.09
H 0.40 -0.46 1.36 0.04
H 0.13 1.00 -1.43 0.09
```

---

5.
Density functional theory data (ωB97M-V/def2-TZVPD) for a 2-piece molecular cluster, C3H3FI3NO6PS overall in a non-equilibrium geometry.

Computed properties:
Orbital gap   2.5 eV
Calculated total energy   -2354.6566 a.u.
Highest occupied orbital energy   2.27 eV
Net charge   -3

Structure (XYZ):
```
19
Properties=species:S:1:pos:R:3:lowdin_charge:R:1
C 1.19 -1.35 -1.42 -0.28
C -0.21 -0.90 -1.76 -0.80
I -0.88 -1.87 -3.54 0.76
C -0.96 0.00 -1.13 -0.86
I 0.15 0.95 0.57 0.74
N -2.22 0.43 -1.46 -0.47
I -2.81 2.38 0.09 -0.09
S -3.32 -0.68 -1.21 0.35
O -2.84 -1.84 -0.49 -0.34
O -4.00 -0.92 -2.46 -0.40
F -4.49 -0.12 -0.31 -0.29
H 1.31 -1.45 -0.34 0.02
H 1.92 -0.62 -1.78 0.07
H 1.40 -2.31 -1.88 0.01
O 3.84 1.89 2.07 -0.30
P 3.18 1.64 3.42 -0.17
O 1.76 2.26 3.36 -0.27
O 3.89 2.37 4.56 -0.32
O 3.11 0.14 3.72 -0.33
```

---

6.
Density functional theory data (ωB97M-V/def2-TZVPD) for one molecule with the formula C3H3FN2 in a non-equilibrium geometry.

Computed properties:
Orbital gap   10.1 eV
Calculated total energy   -325.3177 a.u.
SMILES string   C#CN/C=N/F
Energy relative to the best compared isomer or geometry (same formula, charge and spin)   4.732 eV
Highest occupied orbital energy   -9.51 eV
Net charge   0

Structure (XYZ):
```
9
Properties=species:S:1:pos:R:3:lowdin_charge:R:1
C 1.51 -1.52 -0.04 0.13
C 1.12 -0.39 0.01 -0.21
C -0.76 0.80 0.11 -0.19
N 0.60 0.89 0.04 0.04
N -1.31 -0.36 0.11 0.10
F -2.75 -0.24 0.00 -0.13
H 1.81 -2.47 0.23 0.01
H -1.24 1.70 0.07 0.11
H 1.02 1.60 -0.53 0.14
```

---

7.
Density functional theory data (ωB97M-V/def2-TZVPD) for C3H3FN2 as an isolated structure in a non-equilibrium geometry.

Computed properties:
Orbital gap (alpha / beta)   10.3 / 10.3 eV
Calculated total energy   -325.2836 a.u.
Energy relative to the best compared isomer or geometry (same formula, charge and spin)   5.660 eV
Highest occupied orbital energy (alpha / beta)   -9.94 / -9.94 eV
Net charge   0

Structure (XYZ):
```
9
Properties=species:S:1:pos:R:3:lowdin_charge:R:1
C 0.34 0.67 0.08 0.03
C -0.90 -0.15 0.17 -0.27
C 0.40 -0.43 -0.57 0.07
N -2.10 0.35 -0.36 0.01
N -2.68 1.07 -1.07 0.17
F -1.68 2.12 -1.92 -0.36
H 0.62 1.70 0.21 0.12
H -1.33 -0.79 0.92 0.12
H 0.91 -1.30 -0.89 0.10
```

---

8.
Density functional theory data (ωB97M-V/def2-TZVPD) for one molecule with the formula C3H3FN2O2 in a non-equilibrium geometry.

Computed properties:
Orbital gap   9.6 eV
Calculated total energy   -475.9464 a.u.
SMILES string   Oc1n[nH]c(O)c1F
Energy relative to the best compared isomer or geometry (same formula, charge and spin)   1.707 eV
Highest occupied orbital energy   -9.02 eV
Net charge   0

Structure (XYZ):
```
11
Properties=species:S:1:pos:R:3:lowdin_charge:R:1
C 1.17 0.04 -0.01 -0.36
C -1.02 0.00 0.00 -0.29
C 0.04 0.86 0.01 -0.15
H 3.02 -0.33 -0.01 0.12
H -1.05 -2.11 0.02 0.18
H -2.53 1.14 0.00 0.11
N 0.84 -1.23 0.00 0.09
N -0.51 -1.24 0.00 0.04
O 2.46 0.47 0.00 0.09
O -2.37 0.19 0.00 0.11
F -0.05 2.21 0.00 0.08
```

---

Question: Which value of calculated total energy does entry 2 give?
Answer: -1073.8084 a.u.